No. 1
Molecular formula: C5H7N
Method: DFT, the ωB97M-V functional and the def2-TZVPD basis

Properties
Total charge = 0
Gap between HOMO and LUMO = 8.599 eV
ΔE to the lowest compared entry with this formula, charge and spin = 105.6 kcal/mol
Largest force on an atom = 0.39 eV Å⁻¹

Each line ends with the Löwdin charge.
Positions of all 13 atoms, in Å:
N -0.55097 0.61161 0.82544  -0.0685
C 0.93604 -0.91201 -0.34924  -0.2040
C 1.43311 0.46476 -0.65743  0.0915
C 0.49940 1.34415 0.09359  -0.2507
C -0.29017 -0.80656 0.55597  -0.2745
C -1.45214 -0.12484 -0.05243  -0.1225
H 0.09055 2.13762 -0.54792  0.1213
H -1.40614 0.06644 -1.12724  0.1161
H 1.14741 1.86942 0.81727  0.1238
H 0.71481 -1.35610 -1.33423  0.1221
H -0.41999 -1.49385 1.38814  0.1295
H 1.75393 -1.52692 0.05054  0.1146
H -2.45585 -0.27371 0.33754  0.1014

---

No. 2
Molecular formula: C5H7N
Method: DFT, the ωB97M-V functional and the def2-TZVPD basis

Properties
Total charge = 0
Gap between HOMO and LUMO = 9.265 eV
ΔE to the lowest compared entry with this formula, charge and spin = 109.5 kcal/mol
Largest force on an atom = 1.74 eV Å⁻¹

Each line ends with the Löwdin charge.
Positions of all 13 atoms, in Å:
N 2.55386 -0.67435 -0.20289  0.0447
C -2.40968 0.47227 0.09537  -0.1041
C -1.13291 -0.05227 -0.35336  -0.1037
C 1.31450 -0.16371 -0.79610  -0.3357
C -0.10268 -0.50956 -0.80505  -0.0102
C 1.55203 -0.06549 0.66241  -0.1825
H 2.57944 -1.67880 -0.04035  0.0960
H 0.99360 -0.79687 1.24056  0.1037
H -2.43373 1.56472 0.00348  0.0839
H -2.62380 0.22632 1.14051  0.0778
H 1.34858 0.93926 1.03388  0.1179
H 1.54737 0.68494 -1.43666  0.1366
H -3.18658 0.05352 -0.54181  0.0754

---

No. 3
Molecular formula: C5H7N
Method: DFT, the ωB97M-V functional and the def2-TZVPD basis

Properties
Total charge = 0
Gap between HOMO and LUMO = 7.130 eV
ΔE to the lowest compared entry with this formula, charge and spin = 92.2 kcal/mol
Largest force on an atom = 0.50 eV Å⁻¹

Each line ends with the Löwdin charge.
Positions of all 13 atoms, in Å:
N -1.18888 -0.80351 0.28031  -0.0285
C 0.67070 0.17410 -0.49441  -0.4106
C 1.99548 0.19144 -0.25328  0.0117
C -1.36532 0.66160 0.43640  -0.0829
C -0.19998 -0.92392 -0.88402  -0.1441
C -0.24718 1.23788 0.00459  -0.0365
H 2.50959 1.08621 0.07741  0.0403
H 2.57901 -0.71124 -0.41111  0.0465
H 0.22548 -1.92932 -0.84703  0.0569
H -2.27160 1.04329 0.90173  0.1115
H -0.01972 2.29665 0.07936  0.1158
H -0.76124 -1.10018 1.18087  0.1646
H -2.05318 -1.33571 0.16618  0.1553

---

Result set for HOMO: -8.57, -8.38, -6.53 eV, one per record in the order listed.
Result set for energy: -249.3049, -249.2987, -249.3263 Ha, one per record in the order listed.